No. 1
Density functional theory data (ωB97M-V/def2-TZVPD) for a cluster of 3 separate species, C19H36N2O8 in total in a non-equilibrium geometry.

```
! RIJCOSX wB97M-V def2-TZVPD def2/J DEFGRID3
* xyz 0 1
C 2.7434 -1.8883 -1.3562
C 1.2800 -1.8812 -0.9608
O 0.5255 -1.0699 -1.8454
C -0.2994 -0.1123 -1.2148
C -1.4787 0.2148 -2.1488
C -2.7811 -0.0122 -1.4776
C -3.6135 -1.0847 -1.5200
C -3.4904 -2.3786 -2.2533
C -3.6982 -3.4968 -1.2610
O -2.8514 -3.8129 -0.4752
N -4.6541 -0.7953 -0.6387
C -4.4394 0.4036 -0.0792
C -5.2709 1.0549 0.9530
N -3.3230 0.8799 -0.5811
C -2.6740 2.2396 -0.1923
O -2.8472 3.0736 -1.0543
O -2.1578 2.1693 0.8933
H 2.8885 -2.1700 -2.3930
H 3.2586 -2.5671 -0.6768
H 3.1413 -0.8997 -1.1463
H 0.8777 -2.8996 -0.9754
H 1.2015 -1.5463 0.0752
H 0.2609 0.7913 -0.9664
H -0.6724 -0.5066 -0.2680
H -1.4145 -0.4270 -3.0212
H -1.4136 1.2537 -2.4625
H -4.2433 -2.4488 -3.0420
H -2.5037 -2.4386 -2.7011
H -4.7081 -3.9452 -1.2139
H -5.4258 -1.4060 -0.4370
H -6.2797 0.6561 0.9425
H -4.8356 0.8416 1.9302
H -5.2566 2.1317 0.8253
C 5.7223 0.5110 -1.1435
O 4.5284 1.2373 -0.9030
C 4.6847 2.2621 0.0660
C 4.8874 3.6235 -0.5611
O 6.0900 3.7020 -1.3078
C 5.9088 3.5252 -2.7008
H 5.5995 -0.0295 -2.0807
H 6.5871 1.1719 -1.2250
H 5.8939 -0.2126 -0.3386
H 5.5160 2.0283 0.7386
H 3.7674 2.2892 0.6622
H 4.9528 4.3675 0.2382
H 4.0287 3.8791 -1.1899
H 5.5172 4.4398 -3.1594
H 5.2315 2.6970 -2.9192
H 6.8845 3.3075 -3.1327
C -1.7725 -1.9356 4.7794
O -2.2314 -0.7112 4.2374
C -1.1871 0.1687 3.8500
C -0.8997 0.1063 2.3672
O -0.4129 -1.1653 1.9606
C -1.4175 -2.0126 1.4307
H -2.6087 -2.6332 4.7689
H -0.9536 -2.3560 4.1921
H -1.4397 -1.8005 5.8145
H -0.2766 -0.0452 4.4191
H -1.5084 1.1843 4.0986
H -0.1267 0.8416 2.1280
H -1.7957 0.3740 1.7967
H -1.6761 -1.7066 0.4129
H -2.3189 -2.0070 2.0487
H -1.0196 -3.0238 1.3948
*
```

Values from the calculation:
energy relative to the best compared isomer or geometry (same formula, charge and spin)	0.0	kcal/mol
HOMO	-8.89	eV
E	-1456.8962	Ha
strongest force on any atom	1.13	eV/Å
HOMO-LUMO gap	0.3269	Ha

***

No. 2
Density functional theory data (ωB97M-V/def2-TZVPD) for a structure of composition C19H37CoNO3SSi in a non-equilibrium geometry.

```
! RIJCOSX wB97M-V def2-TZVPD def2/J DEFGRID3
* xyz -2 4
C 3.1992 1.4654 -2.5621
C 2.4648 2.6354 -2.1586
C 1.0651 2.3487 -2.1445
C 0.8329 1.0967 -2.5910
C 2.0843 0.4730 -3.0914
Co 2.9881 1.1875 -0.5228
N 2.1589 -0.7688 -2.4178
C 4.4229 1.7908 0.6448
C 3.5240 2.9020 0.3846
H 0.2979 3.0649 -1.8750
H 2.8226 3.6446 -1.9970
H -0.1003 0.5538 -2.6436
H 2.1058 0.3360 -4.2568
H 4.2328 1.5192 -2.9610
H 3.9508 3.7165 -0.1785
H 4.3411 1.0791 1.4511
H 2.9881 -1.1038 -2.7547
H 2.8453 3.2970 1.1053
H 5.2175 1.6634 -0.1239
C -2.8904 1.8894 -1.4803
C -2.6352 1.7012 0.0090
C -1.8225 2.8567 0.5701
C -3.9934 1.6430 0.7090
O -1.9406 0.4413 0.2315
Si -0.5043 -0.3893 0.2693
S 1.2278 0.7709 0.5066
O -0.6917 -1.3551 1.5969
C -0.8557 -1.1762 3.0303
C 0.4221 -0.5946 3.6160
C -2.0455 -0.2787 3.3369
C -1.1084 -2.5664 3.6009
O -0.3514 -1.3161 -1.0724
C -0.0583 -2.7318 -1.3043
C 1.3957 -2.9735 -1.5631
C -0.3824 -3.5706 -0.0925
C -0.8529 -3.1176 -2.5398
H -3.4352 2.8318 -1.6467
H -3.5091 1.0692 -1.8647
H -1.9535 1.9278 -2.0455
H -2.3417 3.8068 0.3604
H -1.7214 2.7664 1.6596
H -0.8180 2.8923 0.1274
H -4.5252 2.5965 0.5678
H -4.6224 0.8514 0.2851
H -3.8990 1.4744 1.7881
H 0.6246 0.4094 3.2193
H 0.3303 -0.5345 4.7121
H 1.2791 -1.2361 3.3755
H -2.9567 -0.6527 2.8519
H -2.2239 -0.2740 4.4256
H -1.8678 0.7604 3.0300
H -2.0412 -2.9882 3.2051
H -0.2831 -3.2492 3.3624
H -1.2002 -2.5114 4.6944
H 1.9867 -2.5088 -0.7574
H 1.6037 -4.0546 -1.6562
H 1.6698 -2.4446 -2.4881
H -1.4423 -3.5250 0.1736
H -0.1243 -4.6158 -0.3205
H 0.2329 -3.2765 0.7651
H -1.9330 -3.0620 -2.3449
H -0.5980 -2.4441 -3.3704
H -0.5861 -4.1429 -2.8407
*
```

Values from the calculation:
HOMO (spin up / spin down)	2.28 / 1.15	eV
⟨S²⟩	3.8019
E	-3096.9857	Ha
strongest force on any atom	4.43	eV/Å
HOMO-LUMO gap (spin up / spin down)	0.0879 / 0.1290	Ha

***

No. 3
Density functional theory data (ωB97M-V/def2-TZVPD) for a cluster of 4 separate species, C19H37F4NO5P in total in a non-equilibrium geometry.

```
! RIJCOSX wB97M-V def2-TZVPD def2/J DEFGRID3
* xyz -1 1
C 1.2852 2.6000 1.4834
C 0.6112 1.8641 0.1450
N -0.1235 2.6129 -0.7831
C 0.7848 0.2651 -0.2162
C 2.3959 -0.0179 -0.5493
C 2.7441 -0.8476 -1.9527
O 3.9158 -0.2439 -2.6698
P 4.7261 0.5177 -1.3147
C 5.3176 2.0976 -2.2092
F 5.1917 3.2300 -1.2229
F 6.7670 1.9437 -2.5992
C 4.5132 2.4615 -3.5905
F 4.8085 3.9103 -3.8986
F 5.0744 1.6927 -4.7516
O 3.2318 1.2196 -0.6779
H 2.3206 2.0448 1.6877
H 0.5718 2.6115 2.4112
H 1.5947 3.6836 1.1049
H -0.4336 1.9785 -1.5629
H 0.4261 -0.3678 0.7294
H 0.1625 -0.0848 -1.1509
H 2.7241 -0.5447 0.4689
H 1.7657 -0.8181 -2.6159
H 3.0032 -1.9842 -1.7062
H 6.0300 -0.0078 -1.7376
H 5.2856 1.0738 -0.0756
H 4.6026 -0.7612 -0.6280
H 3.3495 2.3604 -3.5174
C -3.8317 5.6437 -2.5375
C -2.5105 6.1786 -3.0265
C -1.5917 4.9950 -2.8150
O -2.3918 3.8146 -2.9682
C -3.7735 4.1994 -2.9844
H -4.6972 6.1788 -2.9364
H -3.8707 5.6950 -1.4429
H -2.5780 6.4129 -4.0954
H -2.1774 7.0766 -2.4999
H -1.1781 4.9891 -1.8010
H -0.7639 4.9740 -3.5297
H -4.1394 4.0869 -4.0108
H -4.3490 3.5351 -2.3340
C 0.2478 -3.0180 4.9204
C 1.0942 -3.6429 3.8415
C 0.4371 -3.1222 2.5819
O -0.1141 -1.8370 2.9008
C -0.0773 -1.6658 4.3243
H 0.7508 -2.9474 5.8881
H -0.6726 -3.5990 5.0533
H 2.1212 -3.2653 3.9107
H 1.1274 -4.7345 3.8855
H -0.3874 -3.7704 2.2665
H 1.1418 -3.0247 1.7510
H 0.7048 -0.9335 4.5525
H -1.0361 -1.2726 4.6734
C -4.5233 -4.0761 1.1851
C -4.6736 -5.5221 1.5818
C -3.3269 -6.0969 1.2003
O -2.3674 -5.0408 1.3456
C -3.0733 -3.8047 1.5212
H -5.2136 -3.4046 1.7018
H -4.6832 -3.9689 0.1056
H -4.8177 -5.5960 2.6662
H -5.5083 -6.0285 1.0906
H -3.3140 -6.4184 0.1534
H -3.0395 -6.9445 1.8291
H -2.9590 -3.5006 2.5674
H -2.6316 -3.0339 0.8836
*
```

Values from the calculation:
HOMO	-4.78	eV
E	-1917.6831	Ha
strongest force on any atom	5.77	eV/Å
HOMO-LUMO gap	0.2560	Ha

***

No. 4
Density functional theory data (ωB97M-V/def2-TZVPD) for a cluster of 2 separate species, C19H37FN3O3 in total in a non-equilibrium geometry.

```
! RIJCOSX wB97M-V def2-TZVPD def2/J DEFGRID3
* xyz 1 1
C 4.4774 -1.7690 2.8767
C 4.1809 -2.7476 1.7110
C 4.2187 -2.0791 0.2674
C 4.3840 -0.5289 0.2578
C 3.0759 -2.5770 -0.6359
N 3.3905 -3.3200 -1.6690
N 2.6196 -3.8632 -2.5934
C 1.3555 -3.5896 -2.3433
C 0.4015 -4.1884 -3.4076
C 0.7837 -2.8483 -1.2632
C -0.6975 -2.5832 -0.9725
C -1.1874 -3.1800 0.4077
F -1.5988 -3.0130 -1.9358
C 1.7126 -2.2663 -0.3245
C 1.3326 -1.4462 0.8907
C 0.6349 -0.0659 0.5309
O 1.0226 0.9611 1.4169
H 3.7815 -0.9098 2.8789
H 5.4948 -1.3638 2.7362
H 4.3562 -2.2776 3.8500
H 4.8262 -3.6463 1.7191
H 3.1406 -3.1221 1.8380
H 5.1580 -2.4718 -0.1883
H 5.2659 -0.2048 0.8366
H 3.4776 0.0405 0.5158
H 4.6239 -0.2473 -0.7927
H 4.3852 -3.5200 -1.7987
H -0.2379 -4.9771 -2.9789
H -0.2622 -3.3493 -3.6995
H 0.9378 -4.4835 -4.3203
H -0.8075 -1.4811 -0.9105
H -0.3103 -3.6589 0.8796
H -2.0448 -3.8534 0.2832
H -1.4275 -2.3150 1.0567
H 2.1919 -1.1615 1.5203
H 0.6602 -1.9906 1.5796
H 0.7699 0.1875 -0.5408
H -0.4542 -0.2523 0.6541
H 0.2100 1.1457 1.9240
C -2.3645 4.7882 -2.3918
O -2.7827 5.3004 -1.1390
C -4.1773 5.1416 -0.8889
C -4.4174 4.1131 0.2037
N -4.0984 2.7641 -0.2582
C -4.0477 1.7654 0.8067
C -2.9972 1.9419 1.9047
O -1.6538 1.7729 1.4595
C -1.0589 2.9277 0.8727
H -1.3402 5.1185 -2.5623
H -2.3775 3.6929 -2.3996
H -2.9898 5.1683 -3.2035
H -4.7302 4.8960 -1.8006
H -4.5406 6.1090 -0.5333
H -5.4675 4.1491 0.5070
H -3.8014 4.3992 1.0647
H -3.1987 2.7795 -0.7209
H -3.8605 0.8027 0.3203
H -5.0363 1.6957 1.2702
H -3.1644 1.1480 2.6382
H -3.1087 2.8826 2.4519
H -1.4206 3.8577 1.3141
H -1.2209 2.9334 -0.2071
H 0.0130 2.8693 1.0355
*
```

Values from the calculation:
HOMO	-10.78	eV
E	-1235.6755	Ha
strongest force on any atom	3.60	eV/Å
HOMO-LUMO gap	0.2353	Ha

***

No. 5
Density functional theory data (ωB97M-V/def2-TZVPD) for a structure of composition C19H38AsBCl2F6N2O3 in a non-equilibrium geometry.

```
! RIJCOSX wB97M-V def2-TZVPD def2/J DEFGRID3
* xyz 0 1
C 2.0959 -4.1325 0.1876
C 1.7963 -2.6663 -0.1883
C 3.0121 -1.7618 -0.1219
O 2.6244 -0.3768 -0.0101
C 2.4055 0.2684 -1.2376
C 1.4843 1.4526 -0.9306
C 2.1624 2.5101 -0.0004
C 3.6982 2.5325 0.0780
C 4.2653 1.7442 1.2579
Cl 5.8342 1.0049 0.8529
C 0.1511 0.9700 -0.3398
C -0.9263 1.9825 -0.7465
Cl -2.2942 1.1195 -1.5651
C -1.5144 2.8539 0.3807
C -1.9388 2.1662 1.6886
N -3.3523 1.8031 1.7084
C -4.0189 2.0745 2.9850
C -3.6039 1.1991 4.1858
C -3.7290 0.5287 1.1696
C -2.8233 -0.6617 1.3025
O -4.8157 0.4197 0.6401
C -0.2691 2.8693 -1.8077
N 1.0472 2.2065 -2.1714
B 0.8367 1.4663 -3.5189
O 1.2723 2.2764 -4.5118
C 0.1891 0.0725 -3.7205
C -0.8039 0.0293 -4.9046
H 1.9688 -4.7945 -0.6675
H 1.3670 -4.4469 0.9225
H 3.1004 -4.2796 0.5818
H 1.0387 -2.2676 0.4857
H 1.3737 -2.6480 -1.1986
H 3.6597 -1.8878 -0.9933
H 3.6026 -1.9751 0.7685
H 3.3666 0.5787 -1.6607
H 1.9190 -0.3907 -1.9601
H 1.8425 3.5045 -0.3257
H 1.7609 2.3970 1.0077
H 4.0164 3.5711 0.1827
H 4.1587 2.1866 -0.8467
H 4.4586 2.3961 2.1075
H 3.6053 0.9425 1.5651
H 0.2616 0.8162 0.7269
H -0.1164 -0.0104 -0.7280
H -2.3988 3.3684 0.0013
H -0.7580 3.6112 0.6105
H -1.7963 2.8943 2.4877
H -1.2787 1.3333 1.9253
H -3.8280 3.1237 3.2181
H -5.0901 1.9953 2.8120
H -3.1969 1.8095 4.9922
H -4.4686 0.6790 4.5958
H -2.8692 0.4447 3.9125
H -3.4078 -1.4870 1.7022
H -2.5193 -0.9673 0.2983
H -1.9293 -0.5054 1.8999
H -0.0558 3.8769 -1.4545
H -0.8963 2.9814 -2.6892
H 1.7279 2.9380 -2.3674
H 1.1936 1.8900 -5.3896
H 1.0210 -0.6117 -3.9325
H -0.2740 -0.3257 -2.8217
H -1.6829 -0.5509 -4.6312
H -0.3648 -0.4683 -5.7694
H -1.1344 1.0180 -5.2205
F -0.9640 -6.2166 3.8260
As -1.4618 -6.4039 2.1764
F -1.2898 -4.6677 1.9563
F -3.1138 -6.1745 2.6375
F -1.9363 -6.5377 0.5128
F -1.6020 -8.1130 2.3820
F 0.2053 -6.5769 1.6994
*
```

Values from the calculation:
HOMO	-9.69	eV
E	-4862.3290	Ha
strongest force on any atom	1.06	eV/Å
HOMO-LUMO gap	0.3115	Ha

***

No. 6
Density functional theory data (ωB97M-V/def2-TZVPD) for a structure of composition C19H38Cl2FNO3PPtSi3.

```
! RIJCOSX wB97M-V def2-TZVPD def2/J DEFGRID3
* xyz -1 1
Pt 0.1234 0.0129 -0.9798
C -2.2738 1.2823 2.3732
Si -0.6102 1.8842 1.7216
C 0.2014 2.6959 3.2329
C -0.9340 3.3252 0.5421
C 0.4784 0.5368 1.0239
Si 0.3073 -1.1113 1.9118
C 0.4055 -0.8973 3.7987
C 1.6382 -2.3868 1.5218
C -1.2905 -1.9878 1.4867
Si 2.2139 1.1508 0.8496
C 2.4143 2.8698 0.1177
C 3.3373 1.0721 2.3650
C 2.9398 -0.0984 -0.3751
C 4.2519 -0.5267 -0.5065
C 4.5394 -1.6321 -1.2959
C 3.4923 -2.3236 -1.8827
C 2.1937 -1.8618 -1.7332
N 1.9592 -0.7384 -1.0450
H -2.9013 2.1403 2.6333
H -2.1564 0.6681 3.2681
H -2.7922 0.6866 1.6273
H -0.4915 3.4229 3.6685
H 1.1124 3.2377 2.9648
H 0.4576 1.9700 4.0066
H -1.8895 3.7989 0.7892
H -0.9771 2.9902 -0.4931
H -0.1582 4.0879 0.6327
H 1.3572 -0.4445 4.0922
H 0.3492 -1.8831 4.2704
H -0.3950 -0.2854 4.2181
H 2.6633 -2.0107 1.5276
H 1.4288 -2.8488 0.5555
H 1.5662 -3.1676 2.2860
H -2.1637 -1.3417 1.5866
H -1.4364 -2.8538 2.1405
H -1.2130 -2.3578 0.4563
H 2.1472 3.6497 0.8337
H 1.7905 2.9854 -0.7695
H 3.4582 3.0255 -0.1695
H 2.9658 1.7071 3.1719
H 4.3489 1.4076 2.1170
H 3.4050 0.0504 2.7458
H 5.0348 -0.0093 0.0340
H 5.5607 -1.9746 -1.4127
H 3.6626 -3.2347 -2.4405
H 1.2775 -2.4068 -2.0106
Cl -0.4838 -3.7018 -5.1086
C 0.2920 -2.2069 -4.6063
Cl 0.7961 -1.2597 -6.0593
C -0.6015 -1.2722 -3.7548
O -1.8117 -1.3203 -3.9108
O 0.0983 -0.4597 -3.0663
H 1.2051 -2.4478 -4.0817
F -0.3405 -2.8767 -1.6708
C -3.3374 1.0425 -3.1217
P -3.0973 0.3109 -1.5000
C -3.3089 -1.4637 -1.4350
C -4.4846 1.0106 -0.5742
O -1.8084 0.7610 -0.8415
H -4.3519 0.8437 -3.4717
H -2.6178 0.6277 -3.8195
H -3.1994 2.1189 -3.0039
H -4.0995 -1.7787 -2.1174
H -3.5659 -1.7333 -0.4090
H -2.3723 -1.9500 -1.7261
H -5.4182 0.7490 -1.0749
H -4.3816 2.0962 -0.5497
H -4.5100 0.6350 0.4460
*
```

Values from the calculation:
energy relative to the best compared isomer or geometry (same formula, charge and spin)	22.4	kcal/mol
HOMO	-5.18	eV
E	-3376.9327	Ha
strongest force on any atom	0.28	eV/Å
HOMO-LUMO gap	0.2869	Ha